Record 1
# C37H48BrN6O3PReSi

C37H48BrN6O3PReSi as an isolated structure (ωB97M-V with the def2-TZVPD basis set, the Open Molecules 2025 dataset).

XYZ file:
```
98
Properties=species:S:1:pos:R:3:forces:R:3
Re -0.620 -0.070 0.061 -0.1722 0.3274 0.6729
O -2.524 5.995 2.671 0.0687 0.0399 0.0560
C -1.913 4.938 2.128 -0.0417 0.0581 0.0303
C -0.665 4.468 2.539 -0.0385 -0.0250 -0.0618
C -0.135 3.362 1.909 -0.0607 -0.0241 -0.0698
N -0.759 2.715 0.913 -0.0376 -0.0845 0.0335
C -1.946 3.183 0.570 0.0437 -0.1102 -0.0769
Br -2.775 2.127 -0.768 -0.2275 0.0996 -0.1085
C -2.590 4.272 1.106 0.1530 -0.0929 0.0440
H -1.979 6.404 3.357 -0.0544 -0.0194 -0.0451
H -0.120 4.952 3.337 0.0286 0.0258 0.0476
H 0.818 2.960 2.219 0.1449 -0.0683 -0.0124
H -3.563 4.598 0.780 -0.0711 0.0182 -0.0301
O 2.276 0.761 2.884 -0.0645 -0.1430 -0.0763
C 1.334 0.117 2.487 -0.0176 0.2053 -0.0715
O 0.809 0.382 1.296 0.1105 -0.0245 -0.0045
C 0.718 -0.974 3.329 0.0751 0.0245 0.0293
C 1.439 -1.264 4.488 0.0192 0.0130 -0.0095
C 0.994 -2.204 5.400 -0.0266 0.0174 -0.0422
C -0.209 -2.856 5.181 0.0055 0.0044 -0.0150
C -0.940 -2.574 4.042 0.0261 -0.0140 0.0065
C -0.484 -1.656 3.094 -0.0161 -0.0245 0.0174
P -1.636 -1.393 1.711 0.4033 -0.0850 -0.3230
C -2.134 -3.025 1.107 -0.0732 0.0364 0.0933
C -3.361 -3.158 0.455 -0.0138 0.0497 -0.1168
C -3.713 -4.361 -0.134 0.0620 -0.0613 -0.0300
C -2.834 -5.435 -0.097 -0.0192 0.0450 0.0103
C -1.606 -5.305 0.536 -0.0094 -0.0175 0.0157
C -1.256 -4.107 1.141 0.0306 0.0384 -0.0453
C -3.079 -0.654 2.513 -0.0092 0.0625 -0.0895
C -4.237 -1.367 2.809 -0.0694 -0.0445 0.1292
C -5.268 -0.751 3.504 0.0378 0.0060 -0.0143
C -5.145 0.568 3.911 -0.0083 0.0343 0.0098
C -3.982 1.277 3.635 0.0093 -0.0094 -0.0237
C -2.954 0.669 2.937 -0.1146 -0.0173 0.0211
H 2.358 -0.722 4.661 -0.0146 -0.0133 -0.0088
H 1.576 -2.412 6.285 0.0341 -0.0134 0.0529
H -0.582 -3.576 5.896 -0.0153 -0.0206 0.0153
H -1.889 -3.072 3.891 -0.0385 -0.0396 -0.0259
H -4.052 -2.323 0.414 0.0707 -0.0462 -0.0922
H -4.672 -4.461 -0.623 -0.0497 -0.0051 -0.0259
H -3.111 -6.375 -0.553 -0.0101 -0.0483 -0.0318
H -0.924 -6.143 0.573 0.0209 -0.0317 0.0022
H -0.301 -4.022 1.642 0.0445 0.0258 0.0465
H -4.342 -2.404 2.517 -0.0066 0.0873 0.1209
H -6.165 -1.307 3.732 -0.0446 -0.0279 0.0110
H -5.951 1.042 4.454 -0.0045 0.0024 0.0064
H -3.877 2.300 3.969 0.0018 0.0141 0.0024
H -2.042 1.214 2.740 0.1306 0.0977 -0.0632
N -3.850 -1.258 -4.141 -0.1546 0.0276 0.0011
N -2.869 -1.408 -3.203 0.2672 -0.0432 0.2586
N -2.278 -2.562 -3.004 0.1188 -0.0475 0.1677
C -1.523 -2.294 -1.949 -0.0545 -0.1319 -0.1338
N -1.660 -1.020 -1.555 -0.4588 -0.0136 -0.3918
N -2.548 -0.465 -2.385 0.0207 0.1354 0.0520
H -3.666 -1.895 -4.908 -0.0262 0.1165 -0.0426
H -3.914 -0.282 -4.404 -0.0051 -0.0722 -0.1308
H -0.890 -3.015 -1.466 0.0452 -0.0891 0.0365
C 4.045 -1.243 -3.098 -0.1154 -0.0437 0.0083
C 2.636 -1.013 -2.494 -0.0803 0.0324 -0.0857
C 1.608 -1.456 -3.544 -0.0081 0.1023 0.0210
C 2.432 -1.906 -1.257 -0.0024 0.0958 0.1025
Si 2.568 0.824 -2.044 0.2090 0.0347 0.0381
C 3.844 1.521 -0.845 -0.0072 -0.1407 0.0089
C 3.346 2.660 0.054 0.0060 0.0216 -0.0873
C 4.485 0.476 0.082 -0.0519 0.0687 -0.0402
C 4.929 2.070 -1.813 -0.0265 -0.0698 0.0055
C 1.611 2.006 -3.165 -0.0320 0.0186 0.1293
C 1.530 3.445 -2.635 0.0375 -0.0326 -0.0278
C 0.170 1.559 -3.469 0.1108 -0.0288 0.0684
C 2.447 2.002 -4.472 -0.1240 0.0190 0.0409
H 4.114 -2.294 -3.388 0.0088 -0.0429 -0.0080
H 4.854 -1.046 -2.404 0.0964 0.0373 0.1311
H 4.213 -0.652 -3.999 -0.0128 0.0390 -0.0554
H 1.760 -2.519 -3.737 0.0126 -0.0527 -0.0057
H 1.719 -0.942 -4.495 0.0055 0.0654 -0.0722
H 0.584 -1.326 -3.199 -0.0188 0.0143 0.0259
H 2.448 -2.948 -1.578 0.0291 -0.0711 -0.0285
H 1.463 -1.721 -0.774 0.0487 -0.0229 -0.0509
H 3.204 -1.779 -0.505 0.0663 0.0344 0.0787
H 2.629 2.287 0.775 -0.1560 -0.0423 0.1679
H 2.920 3.496 -0.487 -0.0244 0.0411 -0.0292
H 4.206 3.034 0.613 0.0207 0.0167 0.0253
H 3.770 0.089 0.803 -0.0723 -0.0424 0.0424
H 5.267 0.979 0.654 0.0325 0.0267 0.0075
H 4.957 -0.346 -0.444 0.0353 -0.1191 -0.0904
H 4.588 2.923 -2.395 -0.0605 0.0914 -0.0430
H 5.328 1.318 -2.495 0.0239 -0.0535 -0.0388
H 5.762 2.411 -1.195 0.0328 0.0211 0.0156
H 0.954 3.509 -1.712 -0.0257 -0.0060 0.0584
H 1.019 4.051 -3.386 -0.0106 0.0141 -0.0215
H 2.505 3.896 -2.471 0.0723 0.0085 -0.0018
H -0.428 1.448 -2.561 -0.0224 0.0117 0.0377
H 0.115 0.641 -4.041 0.0226 -0.1331 -0.0348
H -0.306 2.344 -4.060 -0.0282 0.0340 -0.0364
H 3.453 2.394 -4.335 0.0770 0.0433 0.0394
H 1.941 2.656 -5.186 -0.0089 0.0274 -0.0350
H 2.521 1.021 -4.935 -0.0038 -0.1215 -0.0373
```
Positions in Å, forces in eV/Å.

Summary:
Kohn-Sham gap (alpha / beta) (eV): 6.350 / 5.954
Energy above the lowest of the compared OMol25 structures with the same formula, charge and spin (kJ/mol): 110.2
E_HOMO (alpha / beta) (eV): -13.03 / -12.54
E (Ha): -5275.5141
Multiplicity: 4
Net charge: +2
Expectation value of S²: 3.79

These are the Löwdin partial charges, in e, on atoms 1 to 6:
1 Re 1.0069
2 O 0.1160
3 C -0.2992
4 C 0.0283
5 C -0.1126
6 N -0.0312

***

Record 2
# C6H11N3

C6H11N3 as an isolated structure (ωB97M-V with the def2-TZVPD basis set, the Open Molecules 2025 dataset).

XYZ file:
```
20
Properties=species:S:1:pos:R:3:forces:R:3
C -0.102 -2.864 2.166 0.2420 -3.2494 1.4246
C 0.241 -2.257 0.861 -0.4785 1.9594 -0.6965
C -0.162 -0.990 0.427 2.3139 -3.4531 -1.2681
C 0.484 0.552 -1.283 -1.0295 1.9087 0.7192
C 1.405 0.831 -2.351 3.8069 0.8751 -2.0372
C -1.877 2.622 0.436 -0.1531 2.5980 1.6653
H 0.775 -3.077 2.845 -0.0544 0.0276 -1.2981
H -0.626 -3.977 2.192 0.8775 3.0178 -0.4184
H -0.546 -2.172 2.832 -1.5648 0.6403 0.3587
H 0.947 -2.852 0.246 -0.4029 0.8600 0.2416
H -0.973 -0.377 0.806 0.4616 -0.1703 0.2680
H 0.899 1.662 -3.295 1.9418 -3.1352 2.8460
H 2.580 1.355 -1.834 -3.8321 -1.2668 -1.6802
H 1.708 -0.355 -2.457 -0.2261 3.3007 -1.3764
H 0.386 2.906 -1.191 -2.7178 -4.0869 0.0693
H -1.945 3.537 -0.241 -0.3065 -0.8025 0.9182
H -2.284 2.683 1.582 0.7575 -0.4595 -3.2481
N 0.595 -0.605 -0.789 -2.3021 -0.3136 2.6997
N -0.436 1.651 -1.059 3.1420 3.6840 -0.6363
N -1.070 1.726 0.107 -0.4752 -1.9344 1.4488
```
Positions in Å, forces in eV/Å.

Summary:
Kohn-Sham gap (eV): 7.804
Energy above the lowest of the compared OMol25 structures with the same formula, charge and spin (kJ/mol): 792.0
E_HOMO (eV): -8.07
E (Ha): -399.1936
Multiplicity: 1
Net charge: 0

These are the natural (NBO) partial charges, in e, on atoms 1 to 6:
1 C -0.6596
2 C -0.1775
3 C -0.0779
4 C 0.3441
5 C -0.6729
6 C -0.1004

***

Record 3
# C12H14Br2N2O4

A 2-piece molecular cluster, C12H14Br2N2O4 overall (ωB97M-V with the def2-TZVPD basis set, the Open Molecules 2025 dataset).

XYZ file:
```
34
Properties=species:S:1:pos:R:3:forces:R:3
C 3.219 -1.890 -0.634 -0.1560 -0.3318 -1.1273
C 2.194 -1.923 -1.907 -0.0110 -0.5271 0.4396
C 1.803 -0.453 -2.431 0.4499 -1.0118 0.0735
C 0.720 0.304 -1.538 -0.2677 3.4340 -0.6299
C 0.577 1.729 -1.704 -1.0122 -2.7264 1.4782
C -0.498 2.538 -0.800 0.4082 2.1005 0.3160
O -0.321 3.736 -0.456 -0.7637 -4.6465 -1.4560
C -1.809 1.711 -0.363 0.3347 -3.2764 -0.0141
Br -3.557 2.622 -0.027 2.2743 -0.7755 -0.2617
C -1.713 0.284 -0.212 0.1884 2.9580 -1.2176
C -2.897 -0.700 0.192 0.4885 -0.6116 -0.0262
C -4.122 -0.710 -0.847 0.4009 3.0446 -3.6457
O -4.168 0.001 -1.873 0.4281 -3.1025 4.4547
Br -5.695 -1.937 -0.596 1.3117 0.6400 0.3534
C -0.238 -0.371 -0.462 -0.4014 -1.3667 1.2705
O 0.043 -1.364 0.262 -0.6056 3.1828 -2.6945
H 3.482 -0.791 -0.438 -0.1730 -1.7698 0.0292
H 4.143 -2.500 -0.958 -1.2075 1.2403 0.6947
H 2.797 -2.413 0.285 0.4125 0.9929 -1.2028
H 2.705 -2.503 -2.756 -0.7502 1.0522 1.1017
H 1.265 -2.551 -1.630 1.3941 1.2045 -0.5034
H 2.797 0.135 -2.488 -1.7627 -0.6074 0.2929
H 1.464 -0.555 -3.533 0.0870 0.3279 1.8756
H 1.201 2.344 -2.431 -0.8530 -0.9297 1.2758
H -2.471 -1.774 0.177 -0.6911 1.6731 0.1492
H -3.252 -0.490 1.262 0.2946 -0.2545 -1.6328
N 0.733 0.270 4.078 0.2843 -0.5296 0.5501
C 0.306 1.406 3.471 0.0928 0.5500 0.3056
N -0.163 1.232 2.210 -0.2289 0.2499 -0.5126
O 0.342 2.497 4.017 -0.0086 -0.1928 -0.0814
H 0.712 -0.637 3.647 -0.0044 0.0972 -0.0135
H 1.089 0.356 5.016 -0.0710 -0.0107 -0.1836
H -0.486 2.053 1.725 0.0487 -0.0882 0.2545
H -0.203 0.346 1.742 0.0693 0.0110 0.2881
```
Positions in Å, forces in eV/Å.

Summary:
Kohn-Sham gap (eV): 7.809
E_HOMO (eV): -9.84
E (Ha): -6024.0464
Multiplicity: 1
Net charge: 0

These are the natural (NBO) partial charges, in e, on atoms 1 to 6:
1 C -0.6309
2 C -0.4065
3 C -0.4467
4 C -0.0550
5 C -0.2213
6 C 0.4947

***

Record 4
# C17H31CdCl3O2P2

C17H31CdCl3O2P2 as an isolated structure (ωB97M-V with the def2-TZVPD basis set, the Open Molecules 2025 dataset).

XYZ file:
```
56
Properties=species:S:1:pos:R:3:forces:R:3
P 3.731 1.121 -3.103 3.3054 0.1501 -0.8021
P 1.215 -1.201 -4.574 2.9675 -2.4228 -1.7457
C 3.732 0.106 -4.653 -0.3072 0.6188 -0.2927
C 2.293 0.206 -5.131 -0.0828 -0.2067 -0.6496
H 4.059 -0.915 -4.369 -0.1530 0.6044 -0.4133
H 4.422 0.549 -5.391 -0.2156 -0.3841 0.2772
H 1.821 1.124 -4.678 0.5462 -0.4645 -0.7397
H 2.200 0.325 -6.220 -0.0003 -0.0910 0.1904
C 2.222 -2.423 -3.616 -0.3983 0.3036 -0.4998
H 1.492 -3.078 -3.109 0.3802 0.2826 -0.2260
H 2.753 -1.840 -2.850 -0.0575 -0.3739 -0.1407
H 2.910 -2.990 -4.273 -0.2927 0.3124 0.4090
C 0.702 -2.026 -6.084 -0.1288 -0.2866 -0.2768
H 1.621 -2.258 -6.653 -0.5289 -0.0596 0.1076
H 0.030 -1.384 -6.679 0.3083 -0.3345 0.2770
H 0.168 -2.940 -5.776 0.1606 0.3197 -0.3152
C 5.637 1.051 -3.178 0.5495 -0.3000 0.5476
H 6.106 1.821 -2.564 -0.1686 -0.1043 0.1468
H 6.031 1.226 -4.199 -0.6384 -0.0249 0.3285
H 6.065 0.100 -2.869 -0.0910 -0.0987 0.0509
C 3.946 2.858 -3.756 -0.8685 -0.1166 -0.3730
H 2.951 3.299 -3.832 0.1018 0.4238 -0.2830
H 4.457 2.832 -4.732 -0.2735 0.1642 0.3234
H 4.538 3.444 -3.035 -0.2761 -0.3350 -0.3464
Cd 0.050 0.195 -3.411 -4.3686 1.0828 3.3787
C 3.829 -0.754 -0.244 0.9459 -0.5716 -0.9079
C 5.117 -0.654 -0.598 -0.8930 0.1050 0.0240
C 6.119 0.205 0.081 0.5289 0.5292 -0.0163
C 5.660 1.626 0.522 1.0696 -0.9410 0.8110
C 4.929 2.439 -0.446 -2.9237 0.8871 -0.7176
C 3.589 2.433 -0.675 0.8336 -0.1599 0.0640
C 2.555 1.525 -0.085 -0.4458 -0.1686 0.2874
C 2.978 0.179 0.534 -1.0641 -0.1471 1.1715
C -1.726 1.061 -2.572 0.7742 0.4972 -0.2685
H 3.313 -1.660 -0.570 -0.0942 0.4292 -0.4971
H 5.485 -1.235 -1.443 -0.0146 -0.6213 0.5977
H 7.057 0.256 -0.505 -0.4696 0.0771 0.1879
H 6.356 -0.353 0.996 0.3100 0.2109 -0.0411
H 5.117 1.511 1.468 0.0819 0.2379 -0.2814
H 6.572 2.193 0.721 0.0299 -0.1659 0.4415
H 5.472 3.224 -0.943 0.2813 0.1492 -0.1973
H 3.130 3.157 -1.360 0.5192 -0.0317 0.3652
H 1.720 1.307 -0.791 0.7461 0.3623 0.0584
H 2.061 2.094 0.717 0.0022 -0.1114 -0.0654
H 3.261 0.342 1.584 0.3989 -0.1184 -0.3050
H 2.038 -0.371 0.612 -0.1457 0.1284 0.3109
H -2.533 0.329 -2.422 0.5893 0.1276 -0.1896
H -1.981 1.803 -3.340 -0.3692 0.0942 0.6259
H -1.400 1.509 -1.627 -0.4888 0.1796 -0.2272
Cl -2.481 -2.061 0.191 0.1067 -0.2615 -0.0385
C -2.244 -3.164 -1.179 0.7919 0.3310 -0.9308
Cl -1.501 -4.722 -0.660 -0.1334 0.5886 -0.0267
Cl -3.813 -3.513 -1.921 0.2057 0.0405 0.1215
C -1.227 -2.430 -2.256 -0.0675 0.4338 -0.7380
O -0.136 -1.994 -1.786 -1.1463 -0.4664 -0.0628
O -1.643 -2.327 -3.437 0.5708 -0.3029 1.5113
```
Positions in Å, forces in eV/Å.

Summary:
Kohn-Sham gap (eV): 8.441
Energy above the lowest of the compared OMol25 structures with the same formula, charge and spin (kJ/mol): 115.8
E_HOMO (eV): -8.60
E (Ha): -3047.6936
Multiplicity: 1
Net charge: 0

These are the natural (NBO) partial charges, in e, on atoms 1 to 6:
1 P 0.8577
2 P 0.7715
3 C -0.7494
4 C -0.7194
5 H 0.2355
6 H 0.2257

***

- Which of these has the highest multiplicity?
  C37H48BrN6O3PReSi

***

- Look up the E of the third one.
  -6024.0464 Ha